1.
DFT (ωB97M-V with the def2-TZVPD basis set) results for a molecular structure, C33H19Br2Cl5IrN2OP.

As for the multiplicity: 1. The calculation puts the relative energy (zero: lowest compared OMol25 entry of this formula, charge and spin) at 104.3 kJ/mol. The value obtained for the orbital gap (alpha / beta) is 6.218 / 6.170 eV. The total energy is -9348.31010 a.u. The HOMO energy (alpha / beta) is -6.97 / -6.90 eV.

```
64
C33H19Br2Cl5IrN2OP, DFT ωB97M-V with the def2-TZVPD basis set
Ir 0.71 0.09 0.15
Cl 1.66 3.13 -0.02
C 0.17 2.90 0.84
C -0.35 1.60 0.95
C -1.56 1.50 1.63
Cl -2.26 -0.07 1.85
C -2.22 2.60 2.17
Cl -3.72 2.40 2.99
C -1.66 3.87 2.05
Cl -2.46 5.24 2.72
C -0.45 4.02 1.38
Cl 0.25 5.58 1.21
Br 5.66 0.22 1.59
C 4.94 0.32 -0.15
C 5.82 0.43 -1.24
C 5.34 0.53 -2.52
Br 6.57 0.67 -3.95
C 3.95 0.51 -2.77
C 3.34 0.63 -4.04
C 1.98 0.60 -4.16
C 1.20 0.45 -3.00
N 1.74 0.35 -1.81
C 3.09 0.38 -1.66
C 3.57 0.28 -0.31
O 2.74 0.15 0.69
H 6.88 0.45 -1.05
H 3.97 0.75 -4.91
H 1.50 0.70 -5.12
H 0.11 0.41 -3.04
N -0.04 -1.58 -0.22
P -0.07 -2.77 0.84
C 0.32 -4.29 -0.05
C 0.73 -4.22 -1.38
C 1.03 -5.39 -2.07
C 0.94 -6.61 -1.43
C 0.53 -6.68 -0.10
C 0.23 -5.53 0.59
C -1.67 -3.14 1.60
C -1.83 -3.50 2.93
C -3.09 -3.79 3.44
C -4.20 -3.73 2.60
C -4.05 -3.38 1.27
C -2.79 -3.09 0.77
C 1.12 -2.60 2.18
C 0.88 -1.63 3.15
C 1.82 -1.39 4.14
C 3.00 -2.12 4.16
C 3.26 -3.07 3.19
C 2.32 -3.31 2.19
H 0.79 -3.25 -1.86
H 1.34 -5.33 -3.10
H 1.18 -7.52 -1.97
H 0.46 -7.64 0.39
H -0.10 -5.58 1.62
H -0.97 -3.56 3.59
H -3.21 -4.06 4.48
H -5.18 -3.94 3.00
H -4.91 -3.34 0.62
H -2.67 -2.80 -0.27
H -0.03 -1.04 3.12
H 1.63 -0.63 4.89
H 3.74 -1.93 4.94
H 4.19 -3.62 3.19
H 2.53 -4.04 1.42
```



2.
DFT (ωB97M-V with the def2-TZVPD basis set) results for a molecular structure, C3H7N2O3.

As for the multiplicity: 1. The calculation puts the relative energy (zero: lowest compared OMol25 entry of this formula, charge and spin) at 540.4 kJ/mol. The value obtained for the orbital gap (alpha / beta) is 9.257 / 9.257 eV. As for the charge: +1. The total energy is -453.26523 a.u. The HOMO energy (alpha / beta) is -13.64 / -13.64 eV.

```
15
C3H7N2O3, DFT ωB97M-V with the def2-TZVPD basis set
C -1.20 -0.37 -0.86
C 0.13 0.94 -0.39
C 2.05 -0.33 0.71
N -2.29 -0.37 -0.12
N 1.52 0.37 -0.46
O -2.38 0.37 1.02
O -3.26 -1.06 -0.41
O -0.04 2.04 -0.11
H -1.15 -0.76 -1.76
H 2.13 0.33 1.60
H 1.33 -1.22 1.03
H 2.97 -0.85 0.35
H 2.12 1.15 -0.82
H 1.35 -0.38 -1.18
H -3.29 0.16 1.41
```



3.
DFT (ωB97M-V with the def2-TZVPD basis set) results for a single C6H7NO molecule.

As for the multiplicity: 1. Its SMILES is [H]/N=C/C(C=C)=C\C=O. The calculation puts the relative energy (zero: lowest compared OMol25 entry of this formula, charge and spin) at 402.3 kJ/mol. The value obtained for the orbital gap is 6.113 eV. The total energy is -362.66024 a.u. The HOMO energy is -7.81 eV.

```
15
C6H7NO, DFT ωB97M-V with the def2-TZVPD basis set
H 2.96 -1.89 0.27
N 1.96 -1.72 0.22
C 1.62 -0.50 0.26
C 0.23 -0.09 0.17
C -0.17 1.09 0.86
C -1.45 1.43 1.09
C -0.76 -0.98 -0.51
C -0.79 -0.47 -1.75
O 0.04 0.53 -1.90
H 2.33 0.34 0.36
H 0.63 1.72 1.23
H -1.70 2.34 1.60
H -2.26 0.81 0.75
H -1.23 -1.83 -0.05
H -1.41 -0.78 -2.59
```